[1]
A molecular structure, C36H49IrN3O4P2SSe at a distorted geometry. Source: the OMol25 dataset; level of theory: wB97M-V/def2-TZVPD.

ORCA input file:
```
! RIJCOSX wB97M-V def2-TZVPD def2/J DEFGRID3
* xyz 0 6
Ir 0.547 -1.207 -0.583
C 3.156 -1.857 3.745
C 2.386 -2.227 2.480
C 2.732 -3.620 1.948
P 2.464 -1.025 1.069
C 4.184 -1.044 0.348
C 4.361 0.225 -0.489
C 5.381 -1.278 1.268
C 2.235 0.643 1.769
C 3.147 1.271 2.598
C 2.981 2.588 3.026
C 3.980 3.241 3.936
C 1.855 3.287 2.586
C 0.925 2.694 1.765
C 1.085 1.356 1.338
N 0.265 0.794 0.418
C -0.970 1.286 0.078
C -1.912 1.734 1.015
C -3.153 2.157 0.590
C -3.493 2.145 -0.763
C -4.851 2.596 -1.223
C -2.560 1.688 -1.694
C -1.301 1.264 -1.303
P 0.073 0.625 -2.311
C -0.423 0.503 -4.096
C -0.791 1.803 -4.816
C -1.518 -0.555 -4.269
C 1.338 2.000 -2.222
C 0.757 3.414 -2.238
C 2.421 1.800 -3.282
H 2.926 -2.593 4.519
H 2.846 -0.880 4.116
H 4.234 -1.855 3.593
H 1.336 -2.218 2.736
H 3.807 -3.755 1.820
H 2.244 -3.790 0.985
H 2.372 -4.375 2.649
H 4.129 -1.888 -0.348
H 4.515 1.100 0.146
H 3.482 0.398 -1.115
H 5.223 0.119 -1.148
H 5.505 -0.480 2.000
H 6.286 -1.305 0.656
H 5.314 -2.229 1.792
H 4.024 0.731 2.929
H 4.990 2.879 3.746
H 3.740 3.025 4.980
H 3.970 4.323 3.812
H 1.724 4.322 2.877
H 0.077 3.265 1.410
H -1.664 1.666 2.066
H -3.884 2.492 1.317
H -5.419 3.028 -0.400
H -5.419 1.755 -1.627
H -4.767 3.343 -2.014
H -2.845 1.672 -2.738
H 0.492 0.105 -4.548
H -1.167 1.552 -5.810
H 0.069 2.456 -4.950
H -1.569 2.361 -4.294
H -2.465 -0.229 -3.837
H -1.240 -1.490 -3.789
H -1.680 -0.744 -5.331
H 1.805 1.842 -1.247
H 0.265 3.642 -3.182
H 1.564 4.136 -2.094
H 0.031 3.553 -1.435
H 2.058 2.040 -4.282
H 2.787 0.771 -3.290
H 3.268 2.453 -3.068
C -7.221 -1.049 0.722
C -5.782 -1.378 1.010
C -5.384 -1.771 2.288
C -4.055 -2.045 2.561
C -3.110 -1.907 1.554
C -3.479 -1.510 0.281
C -4.816 -1.262 0.016
S -1.412 -2.130 2.053
O -1.397 -3.132 3.088
O -0.913 -0.817 2.390
N -0.546 -2.667 0.769
C -1.028 -3.819 0.162
C -1.798 -3.342 -1.259
O -2.804 -3.973 -1.492
O -1.189 -2.406 -1.801
H -7.893 -1.609 1.371
H -7.477 -1.263 -0.315
H -7.398 0.015 0.898
H -6.121 -1.875 3.074
H -3.734 -2.366 3.543
H -2.741 -1.395 -0.505
H -5.114 -0.979 -0.987
H -1.751 -4.388 0.743
H -0.226 -4.445 -0.236
Se 4.289 -1.796 -3.648
C 2.885 -2.019 -2.632
N 1.949 -2.172 -1.943
*
```

## Properties
* orbital gap (spin up / spin down): 0.25979 / 0.17655 Ha
* ⟨S²⟩: 8.81

=====

[2]
9 unconnected molecules or ions with the total composition C36H49N5O12 at a distorted geometry. Source: the OMol25 dataset; level of theory: wB97M-V/def2-TZVPD.

ORCA input file:
```
! RIJCOSX wB97M-V def2-TZVPD def2/J DEFGRID3
* xyz 0 1
C 2.055 2.524 2.316
C 2.609 3.779 1.688
C 2.344 5.100 2.447
O 3.645 5.689 2.591
C 4.609 4.833 2.190
O 5.773 5.064 2.228
O 4.063 3.685 1.751
H 2.731 1.710 2.055
H 1.061 2.299 1.926
H 1.949 2.616 3.396
H 2.402 3.886 0.623
H 1.899 4.926 3.422
H 1.760 5.797 1.852
C 0.997 -5.676 -4.138
C 0.357 -6.111 -2.856
C -1.014 -5.553 -2.533
O -1.714 -6.665 -1.936
C -1.026 -7.802 -2.157
O -1.350 -8.889 -1.818
O 0.110 -7.543 -2.858
H 0.277 -5.691 -4.961
H 1.801 -6.356 -4.413
H 1.374 -4.653 -4.095
H 1.020 -6.018 -1.989
H -1.635 -5.313 -3.400
H -1.039 -4.728 -1.830
C -3.338 -4.456 0.467
C -1.910 -4.098 0.828
C -1.811 -3.015 1.905
O -0.798 -3.515 2.782
C -0.701 -4.855 2.612
O -0.173 -5.598 3.368
O -1.256 -5.213 1.430
H -3.429 -5.399 -0.068
H -3.772 -3.645 -0.120
H -3.920 -4.559 1.387
H -1.452 -3.762 -0.102
H -2.750 -2.930 2.459
H -1.523 -2.032 1.539
C -3.016 2.031 2.540
C -3.027 3.367 3.257
C -3.311 3.256 4.773
O -2.094 3.572 5.423
C -1.147 3.880 4.504
O -0.023 4.188 4.744
O -1.657 3.828 3.275
H -2.340 1.335 3.044
H -2.598 2.149 1.539
H -4.013 1.595 2.482
H -3.623 4.102 2.725
H -3.644 2.266 5.074
H -4.071 3.980 5.067
C 2.999 2.593 -2.197
C 4.401 2.711 -1.979
C 4.956 3.173 -3.143
N 3.938 3.499 -3.996
C 2.747 3.147 -3.422
H 2.254 2.226 -1.510
H 5.008 2.247 -1.215
H 5.984 3.338 -3.415
H 4.044 3.724 -4.969
H 1.810 3.217 -3.950
C -0.933 0.187 -0.468
C -1.226 -1.037 -1.119
C -0.063 -1.761 -1.161
N 0.939 -0.997 -0.633
C 0.402 0.167 -0.145
H -1.568 1.037 -0.282
H -2.158 -1.329 -1.573
H 0.134 -2.645 -1.747
H 1.929 -1.178 -0.658
H 1.093 0.911 0.212
C 5.676 -1.425 -1.178
C 5.778 -2.833 -1.337
C 4.642 -3.264 -1.968
N 3.858 -2.154 -2.185
C 4.520 -1.027 -1.799
H 6.493 -0.845 -0.782
H 6.612 -3.473 -1.098
H 4.306 -4.249 -2.239
H 2.974 -2.202 -2.660
H 4.179 -0.018 -1.956
C -4.714 -1.194 1.009
C -4.840 -0.724 -0.329
C -6.099 -1.035 -0.758
N -6.751 -1.662 0.270
C -5.928 -1.724 1.364
H -3.943 -0.995 1.735
H -4.113 -0.176 -0.906
H -6.540 -0.852 -1.723
H -7.730 -1.879 0.239
H -6.382 -1.957 2.313
C -1.127 5.221 0.283
C -0.727 4.230 -0.639
C 0.350 4.722 -1.332
N 0.575 5.991 -0.887
C -0.341 6.328 0.084
H -1.844 5.141 1.083
H -1.124 3.237 -0.769
H 0.891 4.280 -2.146
H 1.254 6.621 -1.276
H -0.257 7.306 0.525
*
```

## Properties
* SMILES: C[C@H]1COC(=O)O1.C[C@H]1COC(=O)O1.C[C@H]1COC(=O)O1.C[C@H]1COC(=O)O1.c1cc[nH]c1.c1cc[nH]c1.c1cc[nH]c1.c1cc[nH]c1.c1cc[nH]c1
* orbital gap: 0.32314 Ha

=====

[3]
A molecular structure, C36H49Zr at a distorted geometry. Source: the OMol25 dataset; level of theory: wB97M-V/def2-TZVPD.

ORCA input file:
```
! RIJCOSX wB97M-V def2-TZVPD def2/J DEFGRID3
* xyz -1 1
C -1.140 -2.658 -0.448
C -0.015 -2.538 0.524
C 0.482 -3.618 1.337
C -0.133 -4.962 1.440
C 1.783 -3.282 1.773
C 2.751 -4.215 2.403
C 2.064 -1.958 1.379
C 3.386 -1.302 1.444
C 0.947 -1.452 0.615
C 1.015 -0.243 -0.255
Zr -0.766 -1.066 2.266
C -2.075 0.203 0.913
C -2.053 -2.622 3.114
C -0.537 -0.385 4.683
C -1.770 -0.251 5.506
C 0.553 -1.269 4.980
C 0.492 -2.401 5.939
C 1.721 -0.716 4.408
C 3.089 -1.158 4.765
C 1.369 0.413 3.614
C 2.292 1.452 3.108
C -0.047 0.647 3.795
C -0.741 1.940 3.548
H -1.044 -3.600 -1.005
H -2.125 -2.677 0.048
H -1.128 -1.841 -1.180
H 0.406 -5.708 0.833
H -0.135 -5.326 2.476
H -1.171 -4.953 1.091
H 3.361 -4.725 1.642
H 3.442 -3.686 3.071
H 2.241 -4.995 2.979
H 4.022 -1.640 0.610
H 3.305 -0.218 1.367
H 3.865 -0.571 4.254
H 1.446 -0.461 -1.242
H 0.031 0.178 -0.453
H 1.626 0.539 0.215
H -2.454 1.026 1.537
H -1.617 0.643 0.023
H -2.956 -0.372 0.583
H -1.756 -2.865 4.145
H -3.102 -2.284 3.164
H -2.038 -3.573 2.566
H -1.785 0.713 6.038
H -2.674 -0.296 4.890
H -1.823 -1.038 6.266
H 0.102 -2.064 6.914
H -0.177 -3.205 5.590
H 1.486 -2.841 6.111
H 3.262 -1.029 5.849
H 3.220 -2.226 4.530
H 3.919 -1.524 2.373
H 2.216 2.365 3.727
H 3.339 1.127 3.146
H 2.066 1.749 2.071
H -0.294 2.737 4.156
H -0.681 2.248 2.500
H -1.802 1.876 3.820
C -4.293 5.160 -8.532
C -3.399 4.532 -7.505
C -3.667 4.693 -6.135
C -2.887 4.054 -5.188
C -1.773 3.223 -5.536
C -1.076 2.569 -4.474
C 0.220 2.010 -4.449
C 0.844 1.827 -3.167
C 2.101 1.251 -3.043
C 2.786 0.797 -4.187
C 2.224 1.009 -5.457
C 0.977 1.601 -5.592
C -1.489 3.145 -6.934
C -2.281 3.781 -7.882
H -3.932 4.938 -9.545
H -5.307 4.749 -8.435
H -4.362 6.251 -8.410
H -4.512 5.319 -5.830
H -3.108 4.175 -4.129
H -1.591 2.594 -3.515
H 0.301 2.164 -2.284
H 2.559 1.142 -2.058
H 3.756 0.315 -4.090
H 2.765 0.697 -6.353
H 0.567 1.715 -6.586
H -0.653 2.567 -7.294
H -2.030 3.684 -8.943
*
```

## Properties
* orbital gap: 0.14464 Ha
* energy relative to the best compared isomer or geometry (same formula, charge and spin): 0.000 eV

=====

[4]
A molecular structure, C36H50AsCl5HfN5O2S2Sb. Source: the OMol25 dataset; level of theory: wB97M-V/def2-TZVPD.

ORCA input file:
```
! RIJCOSX wB97M-V def2-TZVPD def2/J DEFGRID3
* xyz 2 1
Hf -0.161 -0.262 -0.363
O 3.192 -0.276 2.607
C 4.190 0.300 1.881
C 5.434 0.525 2.463
C 6.464 1.090 1.737
C 6.271 1.439 0.405
C 5.044 1.213 -0.178
C 3.982 0.650 0.542
C 2.712 0.434 -0.163
O 1.599 0.177 0.508
N 2.683 0.457 -1.458
N 1.408 0.086 -1.926
C 1.443 -0.202 -3.201
S 0.084 -0.863 -4.061
C 1.068 -1.394 -5.497
C 2.152 -0.362 -5.707
S 2.906 0.001 -4.095
H 3.562 -0.562 3.452
H 5.588 0.245 3.499
H 7.421 1.254 2.211
H 7.075 1.876 -0.169
H 4.877 1.468 -1.215
H 0.390 -1.457 -6.347
H 1.477 -2.381 -5.282
H 1.759 0.562 -6.130
H 2.940 -0.743 -6.355
Cl -3.284 -1.985 -0.841
C -1.902 -2.954 -1.276
C -0.642 -2.443 -0.980
C 0.424 -3.301 -1.237
Cl 2.013 -2.754 -0.788
C 0.277 -4.557 -1.816
Cl 1.640 -5.544 -2.134
C -1.005 -5.000 -2.143
Cl -1.228 -6.531 -2.868
C -2.115 -4.199 -1.858
Cl -3.699 -4.744 -2.215
C -2.426 -2.763 2.288
As -0.996 -1.464 2.154
C -1.255 -0.472 3.802
C 0.584 -2.569 2.536
C 0.588 -3.133 3.924
C 1.095 -2.388 4.986
C 1.085 -2.893 6.277
C 0.563 -4.155 6.523
C 0.056 -4.906 5.473
C 0.068 -4.398 4.182
H -2.358 -3.254 3.258
H -2.317 -3.502 1.497
H -3.394 -2.273 2.194
H -1.305 -1.172 4.636
H -2.189 0.087 3.749
H -0.417 0.207 3.958
H 1.451 -1.935 2.349
H 0.569 -3.361 1.783
H 1.490 -1.395 4.798
H 1.486 -2.304 7.091
H 0.557 -4.554 7.528
H -0.342 -5.895 5.657
H -0.311 -5.000 3.364
C 2.152 3.786 0.656
N 0.991 3.176 0.018
C 1.015 3.177 -1.439
C -0.115 2.827 0.710
N -0.832 1.752 0.341
N -0.482 3.567 1.769
C -0.260 5.011 1.838
C -1.420 3.051 2.755
H 3.046 3.281 0.290
H 2.103 3.653 1.732
H 2.241 4.849 0.424
H 0.924 4.203 -1.808
H 0.188 2.589 -1.830
H 1.954 2.759 -1.798
H -1.784 1.832 0.689
H 0.079 5.391 0.880
H 0.464 5.268 2.610
H -1.209 5.490 2.077
H -2.457 3.246 2.464
H -1.236 3.549 3.705
H -1.270 1.984 2.890
C -1.003 2.673 -4.483
C -2.008 2.726 -3.336
Sb -2.358 0.853 -2.335
C -3.372 -0.191 -3.909
C -4.818 0.253 -4.094
C -3.931 1.678 -1.103
C -4.409 0.886 0.111
H -0.933 3.644 -4.974
H -1.297 1.945 -5.239
H -0.003 2.403 -4.136
H -2.988 3.051 -3.693
H -1.703 3.445 -2.573
H -3.308 -1.256 -3.692
H -2.779 0.000 -4.806
H -5.429 0.000 -3.228
H -5.256 -0.244 -4.959
H -4.896 1.328 -4.261
H -4.768 1.898 -1.766
H -3.524 2.648 -0.802
H -4.975 0.004 -0.182
H -5.070 1.499 0.724
H -3.585 0.544 0.749
*
```

## Properties
* orbital gap: 0.27431 Ha
* energy relative to the best compared isomer or geometry (same formula, charge and spin): 0.000 eV

=====

[5]
A molecular structure, C36H50BBaF4N4O14 at a distorted geometry. Source: the OMol25 dataset; level of theory: wB97M-V/def2-TZVPD.

ORCA input file:
```
! RIJCOSX wB97M-V def2-TZVPD def2/J DEFGRID3
* xyz 0 2
Ba -0.908 0.903 3.263
B 0.834 -0.402 0.880
F 0.345 -1.678 0.701
F 1.238 -0.330 2.166
F 1.824 -0.143 -0.012
F -0.208 0.429 0.665
C -2.765 1.664 -2.218
C -3.706 2.659 -2.627
C -3.155 3.872 -3.110
C -1.783 4.042 -3.258
C -0.895 3.040 -2.863
C -1.378 1.883 -2.312
N -1.290 5.322 -3.839
O -0.139 5.570 -3.627
O -2.109 5.986 -4.552
H -3.102 0.700 -1.867
H -4.776 2.600 -2.490
H -3.800 4.655 -3.477
H 0.176 3.157 -2.937
H -0.705 1.080 -2.049
C 4.963 0.999 -4.105
C 5.791 2.137 -4.073
C 6.052 2.832 -2.848
C 5.419 2.390 -1.598
C 4.590 1.259 -1.687
C 4.394 0.532 -2.881
N 5.624 2.998 -0.261
O 6.363 3.983 -0.130
O 4.982 2.505 0.646
H 4.716 0.572 -5.065
H 6.271 2.582 -4.932
H 6.681 3.700 -2.714
H 4.034 0.846 -0.859
H 3.725 -0.313 -2.959
C 1.098 -0.574 -3.456
C 1.196 -0.511 -4.855
C 0.997 -1.704 -5.488
C 0.626 -2.887 -4.836
C 0.424 -2.832 -3.467
C 0.696 -1.650 -2.793
N 0.338 -4.034 -5.707
O -0.382 -4.946 -5.375
O 0.715 -4.013 -6.893
H 1.314 0.288 -2.841
H 1.517 0.383 -5.371
H 1.000 -1.709 -6.568
H 0.124 -3.716 -2.924
H 0.579 -1.609 -1.720
C -1.190 -4.468 -0.588
C -0.307 -5.522 -0.654
C -0.566 -6.484 -1.609
C -1.689 -6.350 -2.483
C -2.627 -5.334 -2.288
C -2.343 -4.412 -1.293
N -1.791 -7.220 -3.647
O -2.789 -6.982 -4.382
O -1.018 -8.174 -3.835
H -0.839 -3.735 0.122
H 0.578 -5.632 -0.045
H 0.129 -7.308 -1.673
H -3.503 -5.244 -2.913
H -3.005 -3.584 -1.088
C 2.513 2.314 2.697
O 1.606 1.891 3.746
C 2.356 1.378 4.867
C 1.398 1.210 6.090
O 0.316 0.346 5.685
C -0.518 0.061 6.773
H 2.882 3.325 2.867
H 2.030 2.377 1.722
H 3.390 1.711 2.458
H 3.219 2.017 5.054
H 2.723 0.383 4.614
H 1.164 2.207 6.461
H 1.920 0.691 6.894
H -1.345 -0.597 6.507
H -1.015 0.913 7.236
H 0.020 -0.600 7.453
C -0.323 4.569 2.952
O -0.443 3.325 2.141
C -1.101 3.464 0.928
C -2.547 3.421 1.149
O -2.845 2.156 1.691
C -4.233 1.777 1.830
H 0.481 4.541 3.688
H -1.283 4.828 3.397
H -0.059 5.464 2.390
H -0.777 2.620 0.320
H -0.776 4.376 0.427
H -3.102 3.390 0.212
H -2.822 4.268 1.778
H -4.457 0.720 1.975
H -4.779 2.031 0.921
H -4.725 2.276 2.665
C -2.802 -1.368 0.791
O -2.289 -1.238 2.116
C -2.299 -2.499 2.802
C -1.881 -2.312 4.290
O -0.584 -1.679 4.356
C 0.485 -2.505 4.091
H -3.743 -1.913 0.714
H -2.043 -1.813 0.147
H -2.989 -0.416 0.294
H -1.664 -3.170 2.224
H -3.329 -2.849 2.872
H -1.913 -3.283 4.785
H -2.700 -1.706 4.679
H 1.410 -1.967 4.300
H 0.407 -2.748 3.031
H 0.477 -3.458 4.620
*
```

## Properties
* orbital gap (spin up / spin down): 0.06957 / 0.33560 Ha
* ⟨S²⟩: 0.75

=====

Number 1: energy -148383.451 eV. Number 2: energy -70146.742 eV. Number 3: energy -39406.451 eV. Number 4: energy -202644.429 eV. Number 5: energy -84999.253 eV.